[1]
22
Properties=species:S:1:pos:R:3 method="wB97M-V/def2-TZVPD" relative_energy_ev=0.744 e_tot_ev=-13011.885 homo_lumo_gap_ev=11.455 total_charge=+1
O 1.00 -2.00 0.36
C 1.64 -1.23 1.01
C 1.15 0.18 1.26
N -0.04 0.48 0.42
C -0.45 1.88 0.30
H 2.61 -1.46 1.47
H 0.83 0.30 2.29
H 1.93 0.91 1.06
H 0.23 0.23 -0.55
H -0.86 -0.04 0.75
H -1.39 2.00 -0.23
H 0.23 2.52 -0.26
H -0.73 2.42 1.21
H 1.71 -1.34 -2.14
H 2.00 0.11 -2.54
O 1.65 -0.43 -1.82
H -3.50 -0.90 1.34
H -3.73 0.50 1.83
O -3.02 -0.09 1.54
H -1.18 -0.11 -2.67
H -1.41 1.40 -2.86
O -1.05 0.75 -2.25


[2]
70
Properties=species:S:1:pos:R:3 method="wB97M-V/def2-TZVPD" spin_multiplicity=5 relative_energy_ev=1.897 e_tot_ev=-389009.788 homo_lumo_gap_ev="6.482 / 5.789" total_charge=-1
Ru 0.14 0.02 0.25
C -3.21 -0.74 6.44
C -2.89 -1.05 5.00
C -1.88 -1.96 4.69
C -1.56 -2.24 3.37
C -2.27 -1.62 2.35
C -3.27 -0.70 2.64
C -3.58 -0.43 3.96
S -1.84 -1.94 0.67
O -2.19 -0.71 -0.06
O -2.49 -3.15 0.26
N -0.27 -1.91 0.52
C 0.79 -2.87 0.71
C 1.87 -2.44 -0.29
O 2.51 -3.28 -0.91
O 2.00 -1.16 -0.39
H -2.84 -1.51 7.10
H -4.29 -0.63 6.59
H -2.73 0.20 6.73
H -1.30 -2.41 5.48
H -0.76 -2.94 3.15
H -3.79 -0.21 1.83
H -4.36 0.28 4.20
H 0.46 -3.90 0.54
H 1.21 -2.77 1.72
N -0.61 1.41 -4.57
C 0.28 1.03 -3.60
S -0.35 0.04 -2.39
N 1.52 1.49 -3.80
C 2.78 1.10 -3.24
C 3.04 -0.17 -2.77
C 4.30 -0.46 -2.28
C 5.30 0.50 -2.29
C 5.04 1.77 -2.79
C 3.77 2.08 -3.25
H -1.58 1.32 -4.34
H -0.35 2.06 -5.29
H 1.62 2.16 -4.55
H 2.27 -0.92 -2.74
H 4.47 -1.44 -1.85
H 6.28 0.26 -1.90
H 5.81 2.53 -2.79
H 3.55 3.08 -3.61
Se 1.76 -2.84 4.86
Sb 2.23 -0.47 4.52
Se 1.27 0.67 2.28
Se 0.64 0.04 6.31
Se 4.40 0.50 4.44
C -0.17 5.05 -1.31
C -0.45 3.56 -1.29
As 0.48 2.57 0.16
C -0.16 3.63 1.68
C 0.93 4.35 2.47
C 2.31 3.16 -0.27
C 3.43 2.22 0.15
H -0.77 5.55 -2.08
H 0.88 5.25 -1.53
H -0.41 5.54 -0.36
H -0.11 3.10 -2.22
H -1.51 3.33 -1.20
H -0.70 2.93 2.32
H -0.88 4.34 1.29
H 1.76 3.68 2.71
H 0.53 4.72 3.42
H 1.33 5.20 1.92
H 2.44 4.16 0.14
H 2.29 3.25 -1.36
H 3.62 2.26 1.23
H 4.35 2.50 -0.37
H 3.21 1.18 -0.10


[3]
68
Properties=species:S:1:pos:R:3 method="wB97M-V/def2-TZVPD" relative_energy_ev=21.838 e_tot_ev=-126208.797 homo_lumo_gap_ev=6.797
C 1.86 -4.79 -2.94
C 1.88 -3.60 -4.10
C 2.89 -2.40 -3.49
C 2.28 -0.90 -3.90
C 3.31 -0.03 -4.87
C 1.72 -0.06 -2.60
C 0.17 0.57 -2.73
C -0.53 1.39 -1.50
C 0.37 1.57 -0.10
C 1.91 0.98 0.08
C 2.65 1.28 1.53
C 2.57 0.16 -1.18
C 4.11 -0.43 -0.99
N 5.05 -0.02 -2.13
C 6.49 -0.39 -1.82
C -0.43 2.39 1.12
O 0.18 3.32 1.86
C -2.04 1.96 1.28
C -2.79 1.71 2.72
B -1.91 1.83 4.14
O -1.61 3.16 4.71
N -1.44 0.49 4.73
C 0.08 0.46 4.85
C -1.78 -0.67 3.82
C -4.40 1.32 2.75
O -5.00 1.13 4.10
N -5.52 2.28 4.56
O -6.26 1.91 5.49
C -5.32 1.14 1.36
P -7.13 0.64 1.63
O -7.91 1.58 2.67
O -8.11 0.48 0.21
O -7.11 -0.96 2.40
C -4.54 1.39 -0.05
Br -5.52 1.24 -1.78
C -2.94 1.78 -0.11
C -2.09 2.00 -1.54
O -2.57 2.64 -2.61
H 1.52 -5.84 -3.40
H 1.17 -4.52 -2.02
H 2.95 -4.88 -2.49
H 2.31 -4.08 -5.08
H 0.77 -3.22 -4.19
H 3.97 -2.57 -3.94
H 2.84 -2.55 -2.31
H 1.33 -1.14 -4.58
H 2.63 0.44 -5.72
H 3.81 0.87 -4.31
H 4.11 -0.72 -5.41
H -0.40 0.41 -3.74
H 3.33 0.35 1.82
H 1.91 1.44 2.42
H 3.31 2.25 1.34
H 4.13 -1.61 -0.83
H 4.61 0.02 0.00
H 4.92 1.02 -2.23
H 7.10 -0.23 -2.83
H 6.62 -1.52 -1.54
H 6.99 0.29 -0.98
H -1.28 3.11 5.65
H 0.45 -0.41 5.58
H 0.53 1.48 5.26
H 0.52 0.18 3.78
H -1.34 -1.65 4.34
H -1.26 -0.62 2.76
H -2.95 -0.88 3.74
H -7.91 -0.40 -0.25
H -7.25 -1.59 1.61


[4]
7
Properties=species:S:1:pos:R:3 method="wB97M-V/def2-TZVPD" relative_energy_ev=6.173 e_tot_ev=-7023.772 homo_lumo_gap_ev=8.578
C -0.14 0.00 0.10
N -3.10 -0.12 -0.26
N -2.57 0.97 0.00
N -2.21 -0.94 0.17
N -1.33 0.11 0.35
H 0.07 -1.06 -0.14
H 0.58 0.77 -0.05


[5]
14
Properties=species:S:1:pos:R:3 method="wB97M-V/def2-TZVPD" relative_energy_ev=2.020 e_tot_ev=-6793.036 homo_lumo_gap_ev=10.758
C -0.76 1.48 -1.59
N -1.56 0.94 -0.77
H -0.91 2.22 -2.36
H 0.25 1.14 -1.35
H -0.88 -0.85 0.86
H -2.52 1.22 -0.93
C 1.00 -1.18 0.45
O -0.24 -1.51 1.09
C 1.40 0.27 0.78
H 0.75 -1.18 -0.62
H 1.68 -1.98 0.72
H 0.49 0.83 0.97
H 1.96 0.62 -0.09
H 1.93 0.51 1.70


[6]
61
Properties=species:S:1:pos:R:3 method="wB97M-V/def2-TZVPD" relative_energy_ev=0.658 e_tot_ev=-39169.896 homo_lumo_gap_ev=8.476
C -1.64 -3.81 0.60
H -2.29 -3.24 1.26
H -2.20 -4.65 0.21
H -0.80 -4.19 1.18
C -1.13 -2.94 -0.55
N -0.38 -1.80 -0.06
C 0.96 -1.88 0.00
C 1.79 -0.93 0.49
C 1.25 0.31 1.01
O 1.91 1.24 1.48
C -0.21 0.38 0.95
C -0.86 1.52 1.44
C -2.22 1.63 1.42
C -3.05 0.62 0.88
C -2.40 -0.52 0.40
C -1.01 -0.66 0.43
H -3.00 -1.31 -0.01
N -4.42 0.72 0.92
C -5.10 1.95 0.54
H -4.48 2.82 0.72
C -5.49 1.89 -0.94
N -6.35 0.75 -1.19
C -6.84 0.73 -2.55
H -7.52 -0.12 -2.66
H -7.40 1.65 -2.74
H -6.04 0.64 -3.30
C -5.66 -0.48 -0.84
H -6.34 -1.32 -1.01
C -5.27 -0.41 0.64
H -4.80 -1.33 0.97
H -6.19 -0.27 1.22
H -4.76 -0.63 -1.46
H -6.03 2.80 -1.21
H -4.57 1.85 -1.56
H -6.01 2.03 1.14
F -2.76 2.74 1.97
H -0.25 2.31 1.86
C 3.25 -1.24 0.44
O 3.66 -2.29 -0.04
N 4.05 -0.31 0.98
H 3.60 0.55 1.31
C 5.49 -0.40 0.99
C 6.05 0.52 -0.07
C 6.54 1.79 0.21
C 7.00 2.61 -0.81
C 6.96 2.17 -2.12
C 6.47 0.92 -2.42
C 6.01 0.10 -1.40
H 5.62 -0.88 -1.62
H 6.43 0.57 -3.44
H 7.32 2.81 -2.92
H 7.38 3.59 -0.58
H 6.57 2.15 1.23
C 6.01 -0.14 2.40
H 7.10 -0.12 2.40
H 5.67 -0.92 3.07
H 5.63 0.81 2.77
H 5.72 -1.44 0.70
H 1.41 -2.79 -0.38
H -1.95 -2.60 -1.18
H -0.46 -3.53 -1.18


[7]
24
Properties=species:S:1:pos:R:3 method="wB97M-V/def2-TZVPD" relative_energy_ev=4.978 e_tot_ev=-10930.932 homo_lumo_gap_ev="5.948 / 9.272"
C 0.51 -0.13 0.79
C -1.70 -0.32 -0.11
C 0.66 -1.53 1.30
C -1.88 -1.27 -1.24
C -2.15 1.09 -0.26
N 0.57 0.10 -0.51
N 0.57 0.88 1.70
C 3.36 1.08 -1.16
N 2.53 1.44 -0.31
H 0.48 1.09 -0.71
H -1.85 -0.74 0.88
H 1.08 1.69 1.37
H 0.78 0.62 2.66
H 0.36 -2.25 0.54
H 0.08 -1.69 2.21
H 1.72 -1.70 1.53
H -1.52 -0.85 -2.18
H -2.95 -1.51 -1.37
H -1.37 -2.22 -1.07
H -3.24 1.16 -0.16
H -1.89 1.49 -1.25
H -1.72 1.73 0.51
H 4.32 1.62 -1.31
H 3.24 0.21 -1.84


[8]
48
Properties=species:S:1:pos:R:3 method="wB97M-V/def2-TZVPD" relative_energy_ev=2.984 e_tot_ev=-31276.430 homo_lumo_gap_ev=9.509
C 2.17 -3.24 1.71
C 1.32 -2.26 2.59
O 0.18 -2.91 3.11
O 3.22 -3.82 2.50
H 2.66 -2.77 0.86
H 1.48 -3.98 1.30
H 0.91 -1.50 1.92
H 1.91 -1.84 3.40
H 0.39 -2.92 4.04
H 3.08 -4.70 2.86
C 0.64 3.72 -1.28
C -0.54 4.02 -0.29
O -0.81 5.42 -0.13
O 0.37 3.85 -2.69
H 1.09 2.73 -1.20
H 1.43 4.43 -1.03
H -0.31 3.57 0.68
H -1.45 3.48 -0.54
H -0.04 5.83 0.27
H 0.06 3.01 -3.03
C -2.55 0.62 1.08
C -3.13 -0.01 -0.16
O -3.04 -1.39 -0.11
O -3.38 0.61 2.24
H -2.16 1.63 0.96
H -1.67 0.08 1.44
H -2.64 0.33 -1.07
H -4.17 0.30 -0.08
H -3.72 -1.66 0.52
H -3.27 1.45 2.69
O 2.63 0.84 -2.23
H 1.91 0.65 -1.64
H 3.31 1.22 -1.67
O 0.40 -0.06 -1.01
H -0.05 -0.89 -1.10
H 0.53 0.04 -0.06
O -2.05 -3.62 -1.42
H -2.29 -2.78 -1.03
H -1.16 -3.78 -1.11
O -0.13 1.33 -3.53
H -0.73 0.62 -3.74
H 0.45 0.98 -2.86
O 0.76 -3.14 -1.57
H 1.40 -3.85 -1.60
H 0.87 -2.69 -2.40
O 1.66 0.93 1.46
H 2.40 0.50 1.89
H 2.04 1.68 1.02


[9]
60
Properties=species:S:1:pos:R:3 method="wB97M-V/def2-TZVPD" relative_energy_ev=1.506 e_tot_ev=-133031.709 homo_lumo_gap_ev=6.622 total_charge=-2
Ba 0.11 0.86 0.15
O 0.18 -3.38 -2.40
C 0.43 -2.09 -2.09
O -0.43 -1.27 -2.00
C 1.91 -1.83 -1.87
O 2.18 -0.49 -1.61
C 2.17 0.34 -2.78
C 2.14 1.80 -2.34
O 2.97 2.58 -2.78
O 1.19 2.06 -1.53
H -0.80 -3.46 -2.39
H 2.46 -2.21 -2.75
H 2.23 -2.41 -1.00
H 1.27 0.13 -3.36
H 3.07 0.16 -3.38
O -3.13 3.72 5.56
C -2.71 3.20 4.54
C -1.88 3.88 3.45
O -1.55 5.05 3.41
C -1.55 2.80 2.44
C -2.27 1.65 2.81
O -2.29 0.50 2.08
C -2.92 1.75 4.09
O -3.55 0.91 4.72
O -0.77 2.97 1.48
O 2.41 -4.60 3.50
C 1.36 -5.29 3.08
O 1.12 -6.41 3.47
C 0.46 -4.62 2.09
C -0.60 -5.23 1.44
Cl -1.27 -6.79 1.67
N -1.18 -4.34 0.61
N -0.53 -3.16 0.68
C 0.44 -3.30 1.56
C 1.34 -2.11 1.75
O 2.45 -2.30 2.27
O 0.89 -1.06 1.27
C -2.22 -4.40 -0.35
C -2.55 -5.58 -1.01
C -3.54 -5.55 -1.98
C -4.18 -4.37 -2.31
C -3.82 -3.20 -1.65
C -2.85 -3.20 -0.67
H 2.44 -3.67 3.09
H -2.04 -6.51 -0.79
H -3.79 -6.47 -2.49
H -4.95 -4.35 -3.07
H -4.30 -2.26 -1.88
H -2.57 -2.29 -0.17
Cl 3.22 5.32 1.30
C 2.24 3.96 0.66
Cl 2.64 2.44 1.49
H 2.47 3.83 -0.40
H 1.20 4.17 0.87
Cl -4.65 -1.18 1.90
C -4.41 0.30 0.93
Cl -5.21 0.07 -0.65
Cl -5.20 1.67 1.76
C -2.93 0.58 0.68
N -2.33 0.70 -0.34